ORCA calculation (ωB97M-V/def2-TZVPD) on an isolated molecule of C6H11P.

The calculated total energy comes out at -576.5004 Ha. The value obtained for the HOMO energy is -8.676 eV. As for the SMILES: C=C(C)P=C(C)C. For the frontier orbital gap, the calculation gives 9.28 eV. The value obtained for the energy relative to the best compared isomer or geometry (same formula, charge and spin) is 10.8 kcal per mole.

Each line ends with the Löwdin charge.
Cartesian coordinates (Å):
C (0.89, 2.70, -0.65)  -0.061
C (1.00, 1.41, -0.44)  -0.524
C (1.71, 0.43, -1.31)  -0.148
P (0.22, 0.65, 1.28)  1.018
C (-0.74, -0.67, 0.89)  -0.690
C (-1.31, -1.41, 2.07)  -0.185
C (-1.12, -1.23, -0.44)  -0.129
H (0.35, 3.36, 0.01)  0.036
H (1.33, 3.17, -1.53)  0.057
H (2.04, -0.43, -0.74)  0.062
H (1.05, 0.08, -2.11)  0.068
H (2.58, 0.90, -1.78)  0.072
H (-1.03, -2.46, 2.03)  0.079
H (-2.40, -1.36, 2.07)  0.077
H (-0.95, -0.99, 3.00)  0.045
H (-0.47, -2.08, -0.69)  0.087
H (-2.14, -1.59, -0.41)  0.076
H (-1.03, -0.49, -1.23)  0.058